(1)
Computed, not measured: a gas-phase ion, C41H44FN4 (charge +1), with ωB97M-V/def2-TZVPD.

E_tot (eV): -51900.244
2S+1: 1
Highest occupied orbital energy (Ha): -0.3402
Max |F| (eV/A): 3.2
ΔE to the lowest compared entry with this formula, charge and spin (eV): 0.000
Orbital gap (eV): 5.08
Charge: +1

Geometry as XYZ:
```
90
Properties=species:S:1:pos:R:3:lowdin_charge:R:1
F 0.14 -3.18 -0.65 0.009
N -4.75 5.44 -0.69 -0.203
N -1.47 -1.69 2.40 0.036
N -0.22 1.72 1.81 -0.045
N 5.86 1.07 -4.39 -0.200
C 0.46 -0.29 2.83 0.029
C -2.40 -2.21 0.23 -0.084
C -3.74 4.53 -0.47 -0.214
C -3.42 -2.61 1.29 -0.134
C -1.10 -5.45 0.25 -0.012
C -1.46 3.73 -0.87 -0.017
C 3.13 -3.59 2.85 -0.056
C 4.52 -0.14 -2.75 -0.011
C 4.73 0.96 -3.63 -0.220
C -1.06 -1.98 0.98 -0.158
C -0.55 1.69 0.41 -0.248
C 5.96 2.05 -5.46 -0.067
C -1.28 1.76 2.72 -0.012
C 3.32 -1.60 1.50 -0.072
C -2.50 4.62 -1.15 -0.004
C 3.71 1.95 -3.69 -0.018
C -2.93 -1.95 2.58 -0.111
C -4.74 6.34 -1.83 -0.065
C 2.60 1.88 -2.87 -0.035
C 3.84 -2.46 2.47 -0.067
C -5.78 5.73 0.29 -0.054
C 1.88 -3.87 2.28 -0.008
C 0.82 0.88 2.24 0.009
C -1.64 2.71 0.08 -0.179
C 0.68 1.75 -0.47 -0.055
C -1.84 -5.78 2.92 -0.062
C 2.07 -1.88 0.95 -0.076
C 1.31 -2.96 1.39 -0.143
C 3.35 -0.26 -2.03 -0.038
C -0.93 -0.54 2.95 -0.134
C -0.08 -3.16 0.77 -0.273
C -1.72 0.59 3.30 0.028
C -0.78 -4.47 1.18 -0.174
C 1.16 0.71 -1.17 -0.051
C -2.91 2.54 0.64 -0.078
C -2.16 -6.76 1.98 -0.072
C -3.93 3.45 0.44 -0.005
C 2.38 0.77 -2.01 -0.226
C -1.14 -4.64 2.52 -0.075
C -1.79 -6.60 0.65 -0.057
C 7.12 0.42 -4.06 -0.054
H 1.84 2.67 -2.90 0.113
H 1.14 2.74 -0.54 0.126
H -4.43 -2.26 1.02 0.124
H -2.11 -5.89 3.97 0.110
H 1.18 -1.05 3.14 0.127
H -2.02 -7.36 -0.09 0.110
H 1.35 -4.79 2.53 0.115
H 7.66 0.24 -5.00 0.087
H 3.15 -1.15 -1.43 0.099
H -2.67 -1.23 -0.20 0.123
H -1.77 2.72 2.87 0.151
H -4.89 3.29 0.93 0.101
H 3.87 -0.72 1.16 0.114
H -2.29 -2.93 -0.59 0.128
H 4.81 -2.24 2.92 0.111
H -3.47 -1.00 2.73 0.109
H 7.75 1.06 -3.43 0.099
H 5.98 3.08 -5.07 0.092
H -0.55 -1.07 0.60 0.112
H -5.87 4.91 1.01 0.067
H -1.01 0.69 0.17 0.144
H -0.51 3.79 -1.41 0.107
H 5.12 1.96 -6.16 0.097
H 0.62 -0.25 -1.16 0.116
H -0.86 -3.87 3.25 0.119
H -2.71 -7.66 2.30 0.109
H -5.70 6.87 -1.84 0.086
H -3.10 -2.57 3.47 0.132
H -3.95 7.10 -1.76 0.091
H 6.97 -0.54 -3.55 0.071
H 3.53 -4.28 3.59 0.111
H -6.73 5.88 -0.22 0.092
H 3.82 2.79 -4.38 0.099
H 6.89 1.86 -6.00 0.085
H -0.80 -5.33 -0.80 0.123
H -3.12 1.64 1.24 0.105
H -2.35 5.39 -1.91 0.104
H 5.27 -0.93 -2.67 0.097
H -4.63 5.81 -2.78 0.097
H -2.64 0.50 3.85 0.127
H -5.55 6.65 0.84 0.099
H 1.83 1.19 2.01 0.149
H -3.45 -3.69 1.42 0.109
H 1.65 -1.23 0.17 0.074
```

---

(2)
Computed, not measured: a molecular structure, C41H44FeIN4O5P2, with ωB97M-V/def2-TZVPD.

E_tot (eV): -120481.333
2S+1: 6
Highest occupied orbital energy (spin up / spin down) (Ha): -0.4790 / -0.4968
Max |F| (eV/A): 0.8
ΔE to the lowest compared entry with this formula, charge and spin (eV): 0.205
Orbital gap (spin up / spin down) (eV): 7.73 / 6.50
Charge: +2

Geometry as XYZ:
```
98
Properties=species:S:1:pos:R:3:mulliken_spin:R:1
I -0.40 -0.93 -2.99 0.276
Fe -0.73 0.23 1.77 3.751
P 0.67 -1.47 4.09 0.036
P -0.01 -2.87 -0.89 0.684
O 0.86 7.08 -0.93 0.001
O 0.23 -1.27 2.64 -0.160
O 0.87 7.91 1.06 0.001
O -0.17 1.03 -0.08 0.039
O -0.59 2.03 2.41 0.091
N -0.52 -1.14 5.18 -0.011
N 0.75 7.00 0.27 0.000
N 1.93 -0.50 4.45 -0.006
N 1.07 -3.03 4.31 0.004
C -1.06 0.22 5.25 0.029
C 1.62 -5.22 3.76 0.001
C 3.81 -4.02 -0.03 -0.011
C 2.73 1.18 5.92 0.000
C -1.37 -2.70 0.31 -0.051
C -1.21 -5.14 -4.09 0.000
C 0.44 5.67 0.83 0.007
C -0.85 -4.01 -3.29 0.036
C -0.13 4.31 2.73 0.015
C -0.67 -6.64 -2.27 0.006
C 0.40 4.59 0.00 -0.004
C 1.66 -3.57 5.55 0.000
C 4.35 -2.83 0.43 0.034
C 3.55 -1.70 0.55 -0.012
C 1.74 -5.09 5.29 0.000
C 2.44 -0.32 5.83 0.000
C -2.06 -1.49 0.41 0.171
C -1.66 -2.10 5.29 -0.002
C -0.96 -2.74 -3.93 0.019
C 2.47 -4.08 -0.38 0.018
C -2.18 0.07 6.27 0.000
C -0.31 -5.54 -1.47 -0.013
C 0.19 5.53 2.21 -0.002
C 0.08 3.32 0.52 -0.011
C -1.74 -3.73 -5.98 -0.001
C -1.64 -4.97 -5.42 -0.002
C -0.40 -4.26 -1.95 0.050
C -1.82 -3.79 1.04 0.005
C -1.12 -6.44 -3.54 -0.001
C 2.26 0.69 3.61 -0.002
C -3.62 -2.47 1.96 -0.009
C -3.18 -1.38 1.23 0.010
C -0.23 3.18 1.90 -0.005
C 3.19 1.51 4.50 -0.001
C -2.94 -3.68 1.86 0.017
C -2.83 -1.25 5.83 0.003
C -1.39 -2.60 -5.21 0.014
C 0.63 -4.12 3.41 0.013
C 0.10 2.22 -0.36 0.023
C 2.21 -1.76 0.23 0.075
C 1.65 -2.96 -0.23 -0.042
H -3.29 -4.54 2.40 0.000
H -2.07 -3.60 -7.00 0.000
H -1.50 0.54 4.28 -0.004
H -1.91 -2.53 4.31 0.000
H -3.75 -0.45 1.26 0.006
H 3.48 1.41 6.67 0.000
H 0.26 6.41 2.83 0.000
H -0.59 -7.65 -1.87 0.001
H 2.65 -3.15 5.70 0.000
H 5.40 -2.77 0.69 0.001
H 2.07 -5.01 -0.78 -0.001
H -1.42 -7.27 -4.15 0.001
H 0.92 -5.61 5.78 0.000
H 2.58 -5.02 3.29 0.000
H -1.38 -2.91 5.96 0.000
H 1.59 -0.87 0.30 0.007
H 3.14 2.57 4.27 0.000
H -2.87 0.91 6.27 0.000
H -0.34 4.18 3.78 -0.001
H -1.74 -0.03 7.26 0.000
H 1.82 1.73 6.16 0.000
H -4.50 -2.40 2.58 0.000
H 4.23 1.18 4.36 0.000
H -1.82 -0.67 -0.27 -0.085
H 2.67 -5.51 5.67 0.000
H 0.04 -5.72 -0.46 -0.010
H 0.38 2.44 -1.39 0.006
H -0.29 0.95 5.52 0.001
H 2.74 0.38 2.68 0.005
H -3.55 -1.06 5.04 0.000
H 3.36 -0.89 5.97 0.000
H -3.34 -1.75 6.65 0.000
H 0.67 -3.79 2.38 -0.002
H 1.04 -3.34 6.42 0.000
H -1.33 -4.75 0.94 -0.012
H 3.98 -0.76 0.88 0.001
H 1.70 -0.66 6.56 0.000
H -1.88 -5.85 -6.00 0.000
H 4.43 -4.90 -0.14 0.001
H -1.47 -1.61 -5.66 -0.012
H -0.39 -4.44 3.65 0.000
H 0.62 4.73 -1.05 -0.001
H 1.28 -6.21 3.46 0.000
H 1.37 1.26 3.36 0.016
```

---

(3)
Computed, not measured: 2 unconnected molecules or ions with the total composition C41H44NOSi, with ωB97M-V/def2-TZVPD.

E_tot (eV): -54640.311
2S+1: 1
Highest occupied orbital energy (Ha): -0.3812
Max |F| (eV/A): 2.4
ΔE to the lowest compared entry with this formula, charge and spin (eV): 1.056
Orbital gap (eV): 4.86
Charge: +1

Geometry as XYZ:
```
88
Properties=species:S:1:pos:R:3:lowdin_charge:R:1
Si 1.23 0.71 -3.47 0.418
O -0.29 0.02 -3.47 -0.186
N -1.51 -2.39 -3.00 -0.032
C 0.66 -1.75 -7.95 -0.082
C -4.67 -1.67 2.03 -0.059
C -2.24 0.97 -4.53 -0.157
C 0.77 -2.42 -6.72 -0.067
C -2.26 -1.30 -3.58 -0.265
C 1.89 4.48 2.26 -0.040
C -0.79 -0.12 -6.89 -0.047
C 0.87 0.28 1.90 -0.044
C -2.82 3.19 -3.75 -0.073
C -5.66 -0.68 2.17 -0.034
C -3.12 1.13 -5.62 -0.045
C -5.27 0.67 2.21 -0.055
C 0.82 4.07 1.45 -0.045
C -0.41 -0.26 1.60 0.011
C 3.26 -0.38 1.55 -0.020
C 4.27 -1.34 1.54 -0.048
C -3.61 3.38 -4.88 -0.087
C -2.96 0.03 1.67 -0.198
C -0.75 -0.82 -5.67 -0.112
C -2.44 -3.19 -2.18 -0.187
C 1.33 1.82 -4.95 -0.133
C 2.26 2.16 2.88 -0.010
C 2.62 3.51 2.97 -0.047
C 0.50 2.72 1.34 -0.043
C 4.06 -2.57 2.18 -0.044
C -2.16 1.98 -3.56 -0.047
C -3.76 2.35 -5.82 -0.066
C -1.37 -0.28 -4.34 -0.334
C 1.82 -1.88 2.81 -0.016
C 1.18 1.71 2.05 -0.153
C -3.33 -1.33 1.83 -0.025
C -3.50 -2.16 -1.70 -0.164
C 1.99 -0.66 2.10 -0.183
C -1.60 0.45 1.37 0.068
C 0.10 -1.93 -5.59 -0.059
C 2.84 -2.82 2.84 -0.051
C 2.49 -0.68 -3.51 -0.147
C 1.23 1.59 -1.82 -0.147
C -3.94 1.01 2.01 -0.007
C -3.10 -0.82 -2.34 -0.109
C -0.11 -0.59 -8.02 -0.070
H -2.56 -2.10 1.86 0.119
H 3.47 3.81 3.59 0.121
H -3.94 -0.18 -2.62 0.116
H 1.20 -2.10 -8.83 0.106
H 3.48 -0.21 -3.54 0.036
H 2.42 -1.31 -2.61 0.038
H -3.23 0.33 -6.36 0.120
H 0.24 4.81 0.88 0.120
H 5.20 -1.15 1.01 0.118
H 2.83 1.43 3.46 0.125
H -2.93 -3.91 -2.88 0.114
H -1.52 1.81 -2.69 0.095
H -1.28 0.85 -6.96 0.104
H -0.21 -0.03 -8.96 0.110
H -6.01 1.45 2.42 0.118
H 0.86 -2.07 3.31 0.121
H 3.43 0.58 1.05 0.125
H 4.84 -3.32 2.19 0.114
H 0.35 -2.34 -4.61 0.098
H -1.96 -3.74 -1.35 0.109
H -2.96 -1.74 -4.32 0.167
H 2.40 -1.35 -4.39 0.024
H -0.27 2.45 0.61 0.087
H -6.72 -0.94 2.25 0.123
H 0.46 2.37 -1.77 0.027
H -0.45 -1.36 1.62 0.119
H 2.16 5.53 2.33 0.116
H 0.40 2.40 -5.11 0.042
H -1.55 1.55 1.25 0.104
H -4.47 -2.52 -2.07 0.113
H 2.14 2.53 -4.75 0.036
H -2.67 3.97 -3.00 0.101
H 1.38 -3.32 -6.65 0.108
H -2.47 -0.27 -1.63 0.103
H -3.56 -2.12 -0.60 0.069
H -4.10 4.34 -5.04 0.103
H -4.98 -2.71 2.09 0.118
H -1.08 -2.96 -3.74 0.098
H -3.60 2.04 2.17 0.125
H 2.20 2.08 -1.65 0.042
H 1.56 1.28 -5.87 0.041
H 1.05 0.90 -0.98 0.024
H 2.67 -3.77 3.36 0.117
H -4.38 2.50 -6.71 0.109
```